Here is a molecular structure, C24H40CsFN5 from OMol25. Energies are from the ωB97M-V functional and the def2-TZVPD basis.

```
71
Properties=species:S:1:pos:R:3:lowdin_charge:R:1
Cs -0.28 1.04 -3.15 1.188
F -0.01 1.64 -0.34 -0.156
N 4.22 0.89 0.91 0.056
N 3.40 0.51 3.87 0.040
N 1.50 0.87 1.85 0.198
N 0.80 1.53 -6.19 -0.044
N -1.20 -0.79 -1.06 -0.049
C -1.95 0.20 -0.56 -0.414
C 3.51 1.99 3.83 -0.356
C 2.79 2.86 1.08 -0.101
C -1.61 -2.79 0.27 -0.137
C 2.14 2.58 3.49 -0.094
C -4.07 1.24 0.17 -0.087
C -3.28 -0.91 -3.60 -0.075
C -3.48 2.49 0.37 -0.107
C 1.73 2.34 2.04 -0.270
C 0.73 -2.14 0.97 -0.066
C -2.90 -4.64 -0.59 -0.079
C -2.51 -2.22 -3.45 -0.366
C -2.40 -2.75 -2.03 -0.141
C -1.23 -1.11 2.22 -0.053
C -2.96 -4.00 -1.81 -0.042
C -2.20 -4.03 0.44 -0.042
C 4.56 2.44 2.82 -0.109
C -1.75 -2.09 -0.96 -0.198
C -1.15 -2.26 -4.18 -0.083
C -3.35 0.15 -0.27 -0.025
C -1.42 1.49 -0.28 -0.332
C 4.19 2.30 1.34 -0.368
C -2.11 2.59 0.15 -0.056
C -0.73 -2.31 1.42 -0.349
H 2.95 0.22 4.73 0.099
H 0.99 0.64 -6.65 0.021
H -4.27 -1.01 -3.14 0.090
H 2.49 2.65 0.05 0.117
H -3.85 -0.80 -0.41 0.118
H 2.81 3.95 1.18 0.135
H 2.17 3.66 3.65 0.134
H -3.36 -5.61 -0.45 0.104
H -2.83 -0.05 -3.12 -0.008
H 0.03 1.94 -6.70 0.021
H 1.38 -1.93 1.83 0.070
H -1.16 -0.18 1.65 0.047
H -0.64 -1.01 3.14 0.079
H -4.05 3.34 0.71 0.098
H -0.72 -3.14 2.13 0.123
H -1.58 3.52 0.32 0.113
H 5.51 1.92 3.01 0.122
H 0.78 2.82 1.83 0.142
H -3.44 -0.67 -4.66 0.082
H -0.38 -1.69 -3.67 -0.001
H 4.31 0.08 3.86 0.091
H -0.80 -3.29 -4.20 0.088
H 0.59 0.59 2.22 0.118
H -2.27 -1.21 2.50 0.095
H 1.10 -3.04 0.50 0.090
H 2.25 0.35 2.36 0.103
H -2.10 -4.54 1.39 0.111
H -3.13 -2.95 -3.97 0.122
H -3.47 -4.49 -2.63 0.112
H 5.06 0.43 1.26 0.082
H -5.13 1.12 0.36 0.108
H 4.28 0.84 -0.10 0.086
H 1.49 0.57 0.87 0.119
H 4.90 2.91 0.77 0.139
H 0.80 -1.33 0.23 0.051
H 4.76 3.50 3.01 0.129
H -1.24 -1.91 -5.21 0.078
H 1.38 2.19 4.17 0.128
H 3.81 2.37 4.81 0.141
H 1.60 2.12 -6.39 0.020
```

Output
Total charge: +1
Maximum force: 0.48 eV/A
Highest occupied orbital energy: -8.794 eV
Orbital gap: 6.3 eV
Energy relative to the best compared isomer or geometry (same formula, charge and spin): 0.0 kJ/mol
Molar mass: 550.52 Da

***

Here is 4 unconnected molecules or ions with the total composition C24H41F3IN3O3P from OMol25. Energies are from the ωB97M-V functional and the def2-TZVPD basis.

```
76
Properties=species:S:1:pos:R:3:lowdin_charge:R:1
I -1.07 -1.31 -4.76 0.748
P -1.21 0.05 0.63 0.502
F 0.04 1.31 5.02 0.062
F -2.93 0.65 3.31 0.001
F -2.16 1.93 5.81 0.011
O 0.33 -0.61 0.05 -0.335
O 2.48 -2.60 -0.58 -0.158
O -1.52 0.81 -0.96 -0.341
N -4.90 0.82 -5.35 0.156
N -1.10 2.20 12.46 0.124
N 5.81 -0.62 -1.84 0.165
C -1.17 -0.22 -1.87 -0.460
C 7.37 -2.57 0.59 -0.270
C -1.09 2.73 -4.54 -0.112
C 3.30 -2.86 -1.89 -0.057
C -6.25 -0.53 -7.19 -0.188
C -1.30 0.34 -3.36 -0.637
C -0.53 1.77 1.13 -0.298
C -5.37 -1.63 -7.78 -0.272
C 6.86 -1.56 1.61 -0.107
C -1.80 0.53 10.51 -0.188
C 0.22 -0.89 -1.37 -0.336
C -1.29 2.48 2.33 -0.168
C 7.84 -1.91 -0.71 -0.185
C -0.96 0.81 9.25 -0.265
C -1.41 1.47 11.61 -0.226
C -5.49 0.23 -6.15 -0.212
C -0.35 1.57 -3.70 -0.299
C -1.29 1.58 4.75 -0.189
C 2.80 -1.38 -1.36 -0.210
C -4.12 -1.10 -8.45 -0.113
C -1.15 2.23 8.72 -0.117
C 6.70 -1.18 -1.35 -0.197
C -1.86 1.53 3.45 -0.175
C 1.52 -0.73 -2.26 -0.087
H -2.10 3.17 1.94 0.118
H -5.08 -2.33 -6.99 0.113
H 0.09 1.96 -2.73 0.108
H -2.20 2.42 8.47 0.075
H -1.71 -1.27 0.24 -0.005
H -3.54 -1.91 -8.88 0.072
H -2.86 0.66 10.29 0.116
H -6.58 0.16 -7.97 0.113
H 2.68 -3.33 -2.70 0.093
H -1.24 0.10 8.47 0.111
H -3.47 -0.57 -7.74 0.059
H 0.50 1.16 -4.33 0.071
H -0.02 -2.00 -1.38 0.131
H -0.82 2.98 9.44 0.070
H -5.96 -2.20 -8.51 0.104
H -2.04 2.34 -5.01 0.059
H 5.98 -1.03 1.24 0.074
H 8.21 -3.12 1.03 0.105
H 0.10 0.65 9.47 0.112
H 8.65 -1.20 -0.52 0.114
H 1.81 0.34 -2.46 0.101
H -0.53 3.14 2.85 0.109
H -4.37 -0.40 -9.26 0.074
H 0.59 1.66 1.28 0.075
H -1.89 -1.11 -1.90 0.100
H 6.57 -2.07 2.53 0.074
H -0.65 2.45 0.22 0.072
H -1.64 -0.49 10.84 0.111
H -0.56 2.37 7.81 0.062
H -2.62 0.34 0.85 -0.004
H 7.63 -0.82 1.86 0.075
H 3.62 -0.64 -0.97 0.107
H -1.27 3.60 -3.85 0.071
H -0.33 3.09 -5.31 0.063
H -0.99 -0.59 1.91 -0.002
H 1.49 -1.39 -3.17 0.052
H -7.14 -0.96 -6.73 0.111
H 6.58 -3.29 0.38 0.109
H -2.37 0.73 -3.45 0.081
H 4.29 -3.27 -1.54 0.072
H 8.21 -2.67 -1.41 0.111
```

Output
Total charge: -1
Maximum force: 4.49 eV/A
Highest occupied orbital energy: -3.898 eV
Orbital gap: 6.1 eV
Molar mass: 634.48 Da

***

Here is a molecular structure, C24H41F3P2Pt from OMol25. Energies are from the ωB97M-V functional and the def2-TZVPD basis.

```
71
Properties=species:S:1:pos:R:3:mulliken_spin:R:1
Pt -0.46 -1.44 -0.64 0.151
P -3.22 0.80 0.88 0.005
P 2.03 -1.82 -0.48 0.382
F -1.47 -3.33 1.36 0.012
F 0.57 -2.79 1.85 0.001
F -1.00 -1.37 2.27 0.017
C 3.02 -3.11 0.36 0.060
C -0.22 -0.47 -2.50 0.112
C -0.96 4.37 1.47 0.018
C 1.32 3.18 1.24 0.343
C 1.61 -2.10 -3.31 -0.009
C -0.57 -2.29 1.30 0.132
C -1.37 2.05 3.57 0.019
C 1.05 1.52 2.82 0.387
C 3.39 1.72 1.76 0.004
C 1.93 4.08 0.24 0.006
C -0.07 -3.14 -1.61 0.210
C 1.34 0.39 3.72 0.011
C -1.56 -0.99 -2.36 0.081
C 1.97 2.10 1.90 0.389
C -0.16 2.26 2.74 0.309
C 0.66 -0.96 -3.65 0.019
C 1.37 -2.79 -1.96 0.118
C -1.03 -3.43 -2.75 0.063
C 3.11 -0.48 -1.06 0.040
C -2.57 -0.78 0.14 0.520
C -2.66 1.85 -0.53 0.018
C -4.95 0.32 0.49 0.033
C -2.04 -2.28 -2.97 -0.046
C 0.01 3.30 1.78 0.309
H -5.61 1.18 0.68 0.010
H -0.87 4.68 0.42 0.005
H -0.78 5.26 2.09 0.036
H -5.22 -0.49 1.18 -0.002
H 1.88 0.71 4.64 0.034
H -0.08 0.60 -2.29 -0.008
H 3.52 0.64 1.91 0.007
H 2.01 -3.69 -1.96 0.017
H 1.97 -0.35 3.22 0.006
H -1.35 1.06 4.03 -0.004
H 0.42 -0.11 4.04 0.000
H -5.08 -0.03 -0.54 0.004
H 4.02 2.22 2.51 0.029
H -3.19 -0.97 -0.75 0.008
H -2.86 2.89 -0.24 0.004
H 2.92 0.39 -0.42 0.002
H 1.56 -2.86 -4.11 0.003
H 1.17 4.48 -0.44 0.006
H -2.34 -0.22 -2.20 -0.004
H -2.97 -2.58 -2.45 -0.002
H 3.98 -2.69 0.69 0.001
H -2.81 -1.58 0.85 0.015
H -1.44 2.80 4.37 0.032
H -0.47 -3.68 -3.65 0.006
H 2.68 3.54 -0.36 0.005
H 2.63 -1.72 -3.33 0.001
H 0.03 -1.24 -4.51 0.007
H 4.16 -0.78 -0.93 0.015
H 3.78 1.99 0.78 0.001
H -1.59 -4.34 -2.47 0.008
H -2.28 2.12 2.96 0.009
H -0.10 -3.97 -0.88 0.000
H 2.93 -0.18 -2.10 0.001
H 3.20 -3.97 -0.30 0.005
H -1.57 1.72 -0.62 -0.008
H 1.24 -0.11 -4.03 -0.001
H -3.16 1.61 -1.47 -0.002
H 2.44 4.93 0.72 0.032
H -2.30 -2.18 -4.03 0.004
H 2.47 -3.46 1.23 0.003
H -1.99 4.04 1.65 0.001
```

Output
Total charge: +2
Maximum force: 4.05 eV/A
Highest occupied orbital energy (spin up / spin down): -12.964 / -13.995 eV
Orbital gap (spin up / spin down): 7.3 / 5.0 eV
Multiplicity: 5
Energy relative to the best compared isomer or geometry (same formula, charge and spin): 0.0 kJ/mol
Molar mass: 643.61 Da

***

Here is a molecular structure, C24H41NNdP2 from OMol25. Energies are from the ωB97M-V functional and the def2-TZVPD basis.

```
69
Properties=species:S:1:pos:R:3:mulliken_spin:R:1
Nd 1.37 -0.82 2.43 3.052
P 1.62 -0.15 -3.06 0.000
P -0.49 1.90 -3.72 0.000
N 2.49 2.66 3.01 0.002
C 0.42 -2.72 3.60 -0.007
C -2.56 0.32 -0.28 -0.004
C 0.93 -1.83 4.61 -0.015
C 2.27 -1.92 5.23 -0.010
C 0.10 -0.66 4.62 0.015
C -2.18 0.16 -1.76 0.003
C -0.55 3.61 -4.26 0.000
C -0.90 -0.48 -2.02 -0.014
C 1.24 1.43 -3.91 0.000
C 0.45 -0.14 -1.56 -0.006
C 0.25 0.53 5.50 -0.004
C -1.51 -2.66 1.88 0.002
C 1.08 -1.45 -4.20 0.000
C 2.04 1.58 2.93 -0.009
C -2.43 1.70 0.27 0.001
C 0.61 1.06 -0.59 -0.009
C 1.19 -3.86 3.02 0.001
C -1.43 2.56 0.02 -0.001
C -2.04 0.10 3.38 -0.002
C 3.41 -0.23 -3.15 -0.001
C -0.91 -0.82 3.62 -0.010
C -0.72 -2.10 3.01 -0.008
C -1.44 0.91 -4.90 0.000
C -0.28 2.28 -0.90 0.001
H -1.90 1.04 3.92 0.000
H -2.93 -0.49 -2.25 0.000
H -2.33 1.11 -2.31 0.000
H 3.04 -1.43 4.60 0.001
H 1.44 1.31 -4.99 0.000
H -1.16 -0.15 -4.88 0.000
H -2.13 0.32 2.31 0.000
H -1.24 1.33 -5.89 0.000
H 0.41 0.73 0.45 0.015
H 3.89 0.51 -2.51 0.000
H 3.75 -1.24 -2.89 0.000
H 3.72 -0.04 -4.19 0.000
H -1.10 -2.39 0.89 -0.001
H 0.90 -1.04 -1.07 0.012
H -2.55 -2.31 1.93 0.000
H -3.61 0.02 -0.16 0.000
H -1.41 3.53 0.55 0.000
H 1.78 -2.29 -4.05 0.000
H 0.36 3.18 -0.94 0.000
H -1.96 -0.41 0.29 0.002
H 0.37 4.14 -3.96 0.000
H -1.42 4.11 -3.81 0.000
H -0.70 2.15 -1.97 -0.001
H 2.56 -2.97 5.38 0.000
H 0.80 0.27 6.42 0.000
H -0.65 3.61 -5.35 0.000
H 0.06 -1.82 -4.03 0.000
H -2.50 1.00 -4.67 0.000
H 1.68 1.37 -0.59 -0.003
H 1.53 -4.52 3.84 0.000
H 0.52 -4.45 2.38 0.000
H -1.54 -3.76 1.94 0.000
H -3.00 -0.33 3.70 -0.001
H 2.26 -1.43 6.21 0.000
H 1.16 -1.11 -5.23 0.000
H -0.96 -1.42 -2.54 -0.001
H 2.07 -3.53 2.44 0.000
H -0.73 0.93 5.78 0.000
H -3.22 1.95 0.99 0.000
H 1.90 2.23 -3.54 0.000
H 0.81 1.32 4.98 0.000
```

Output
Total charge: +1
Maximum force: 2.59 eV/A
Highest occupied orbital energy (spin up / spin down): -7.956 / -7.981 eV
Orbital gap (spin up / spin down): 4.2 / 4.3 eV
Multiplicity: 4
Energy relative to the best compared isomer or geometry (same formula, charge and spin): 149.3 kJ/mol
Molar mass: 549.79 Da